1.
DFT (ωB97M-V with the def2-TZVPD basis set) results for 2 unconnected molecules or ions with the total composition H2N2O4P.

**LUMO (spin up / spin down)**: 4.03 / 4.03 eV
**Energy above the lowest of the compared OMol25 structures with the same formula, charge and spin**: 32.7 kcal/mol
**2S+1**: 1
**Frontier orbital gap (spin up / spin down)**: 8.9 / 8.9 eV
**DFT total energy**: -20492.5047 eV
**Net charge**: -1
**Maximum force**: 3.49 eV Å⁻¹

Geometry as XYZ:
```
9
Properties=species:S:1:pos:R:3:forces:R:3:nbo_charge:R:1
P -0.7208 0.8999 -1.3499 -1.220 1.333 -1.092 2.2436
O 1.6521 -1.3435 -1.3928 -1.381 -0.131 -1.570 -0.5190
O 0.0110 2.1520 -1.7560 -0.580 -2.174 0.339 -1.0787
O -2.1219 0.5490 -1.8496 3.028 0.195 1.492 -1.0741
O 0.4587 -1.5431 -3.2691 1.112 0.407 2.457 -0.4688
N -0.3717 0.5554 0.3089 -0.580 2.370 -2.490 -1.1265
N 0.6751 -1.0564 -2.1333 -0.509 1.015 -0.372 0.2601
H -0.9293 -0.2043 0.4748 -1.835 -2.547 1.037 0.3675
H 0.5505 0.2244 0.3012 1.965 -0.467 0.199 0.3959
```
Positions in Å, forces in eV/Å.

=====

2.
DFT (ωB97M-V with the def2-TZVPD basis set) results for a molecular structure, C11H20B2CdF14NO5.

**LUMO**: -3.97 eV
**2S+1**: 1
**Frontier orbital gap**: 2.2 eV
**DFT total energy**: -67423.1807 eV
**Net charge**: -1
**Maximum force**: 4.35 eV Å⁻¹

Geometry as XYZ:
```
54
Properties=species:S:1:pos:R:3:forces:R:3:nbo_charge:R:1
Cd -3.9966 0.8671 0.3488 -0.786 0.666 0.023 1.0570
F -1.9413 0.7846 -6.8691 0.534 -0.360 0.494 -0.3194
F -1.5739 -1.2407 -7.5256 0.277 -0.233 -1.250 -0.3365
F -8.9797 0.8202 0.5601 -0.846 0.255 0.400 -0.5640
F 0.5484 -2.2486 7.5024 0.457 0.408 0.069 -0.3319
F -4.2536 4.0139 1.9801 -1.062 -2.148 0.517 -0.5697
F -3.1768 -0.8520 -6.1849 0.639 0.268 0.387 -0.3255
F -2.8687 4.2697 0.1542 0.156 -1.146 -0.530 -0.5898
F -7.1725 -0.4881 0.4584 1.665 -1.899 1.590 -0.5871
F -2.3424 5.1280 2.1732 2.269 0.092 1.540 -0.5600
F -7.3204 1.1260 -0.9432 0.827 1.476 -1.205 -0.5883
F -4.0158 6.0024 1.0403 -0.599 0.953 -0.559 -0.5747
F 0.1136 -3.0108 5.5393 0.937 -1.715 -0.921 -0.3228
F -1.4411 -2.3157 6.7672 -1.332 0.097 0.532 -0.3222
F -8.7299 -0.6277 -1.2021 -0.415 -0.531 -0.312 -0.5631
O 0.4859 -0.6097 -5.6048 0.125 0.593 -1.839 -0.5629
O -0.6378 -0.5423 4.3493 1.160 -1.391 3.956 -0.6176
O -1.1538 -0.7979 -3.9688 0.157 0.134 -3.446 -0.6203
O 1.3170 -0.3665 5.5804 1.532 -0.415 1.443 -0.5710
O 4.7793 -0.4900 -0.3152 -2.089 -0.542 -0.630 -0.4401
N 2.5161 -1.0088 0.0879 -0.150 -0.165 -1.412 -0.5780
C 1.0601 -0.8237 -6.9594 1.509 1.724 1.714 -0.0737
C 2.5890 -0.5652 -6.7593 -0.724 -1.386 0.261 -0.6170
C -0.8837 -0.9726 -5.3346 0.505 0.147 2.947 0.2759
C -0.1970 -2.0796 6.4016 -0.607 0.845 -1.312 0.9281
C 3.6436 -0.0954 -0.3521 2.442 1.335 2.315 0.7112
C 2.0264 0.2051 6.7716 0.286 -0.097 -1.649 -0.0693
C 2.6734 -2.4473 -0.3129 -0.080 -0.022 0.647 -0.4105
C 3.2871 1.3576 -0.4610 -0.520 -0.788 -1.178 -0.7400
C -1.8970 -0.5003 -6.4712 -0.841 -0.120 1.126 0.9283
C 3.4240 0.5834 6.2133 -1.669 1.032 0.363 -0.6285
C -0.0758 -0.7153 5.6703 0.394 2.287 -2.284 0.2585
B -8.0988 0.1857 -0.2860 -0.364 0.743 -0.344 1.3200
B -3.3566 4.8255 1.3552 -0.687 1.486 -1.134 1.3125
H 0.8214 -0.0376 -7.6757 -1.113 -0.179 0.035 0.1769
H 2.2198 -0.4030 7.6553 -0.767 -0.776 -0.293 0.1741
H 2.8938 -1.3001 -6.0143 0.429 -0.020 0.002 0.1956
H -0.4124 0.0450 6.3750 -1.149 0.208 0.169 0.1509
H 1.4678 1.0861 7.0877 -0.012 0.114 0.041 0.1701
H -0.8324 -2.0464 -5.5142 -0.745 -0.738 -0.103 0.1550
H 2.8966 0.4136 -6.3911 -0.559 0.107 -0.151 0.2110
H 3.0450 -2.4502 -1.3376 -0.067 -0.098 0.180 0.2431
H 3.1005 -0.7786 -7.6979 0.113 0.034 -0.006 0.2009
H 3.3524 -2.9535 0.3733 -0.143 0.054 -0.215 0.2466
H 3.2280 1.5043 5.6640 0.359 -0.283 -0.810 0.2077
H 1.6513 -2.8215 -0.2535 0.322 -0.508 -0.080 0.2417
H 0.8923 -1.8205 -7.3673 -0.195 0.030 0.195 0.1772
H 3.7882 -0.2463 5.6075 0.268 0.304 0.119 0.2153
H 2.2824 -0.8037 1.0489 0.364 -0.360 1.035 0.4624
H 2.8316 1.8399 0.4039 0.285 -0.375 0.384 0.2835
H 4.1993 1.8479 -0.8010 -0.368 0.209 0.065 0.2738
H 4.0852 0.9434 7.0014 0.211 -0.654 0.161 0.2048
H 2.4928 1.3719 -1.2073 0.024 0.591 -0.438 0.2558
H 1.6456 -0.7615 -0.3606 -0.357 0.759 -0.612 0.4458
```
Positions in Å, forces in eV/Å.

=====

3.
DFT (ωB97M-V with the def2-TZVPD basis set) results for 2 unconnected molecules or ions with the total composition C3H7N4O2.

**LUMO**: 3.82 eV
**Energy above the lowest of the compared OMol25 structures with the same formula, charge and spin**: 15.3 kcal/mol
**2S+1**: 1
**Frontier orbital gap**: 8.0 eV
**DFT total energy**: -13276.4236 eV
**Net charge**: -1
**Maximum force**: 4.63 eV Å⁻¹

Geometry as XYZ:
```
16
Properties=species:S:1:pos:R:3:forces:R:3:nbo_charge:R:1
O -0.7701 -3.9662 -1.8992 -0.060 -1.081 -0.889 -0.8669
O -0.2409 -2.5229 -0.2709 0.878 0.017 1.952 -0.5529
N -0.0544 0.2816 0.4257 0.456 -2.711 -1.893 -0.6451
N -0.8077 -2.3958 -1.3441 -0.542 0.101 -1.796 0.4513
N -1.2750 -1.5820 -2.0140 -0.365 0.309 -0.364 -0.3943
N -0.5348 2.4833 0.6373 -1.349 -0.938 -0.492 -0.5672
C 0.8273 2.3446 1.0885 -0.383 -1.338 -0.046 -0.2406
C -0.9239 1.2823 0.3004 -0.117 1.721 0.813 0.2737
C 1.2075 0.7999 1.0055 -4.247 1.663 0.805 -0.2388
H -1.9659 1.0371 0.0990 0.259 0.177 -0.514 0.1886
H -0.9800 -3.9749 -2.8596 0.016 0.561 0.869 0.4225
H 0.8971 2.7418 2.0527 0.070 0.407 1.931 0.1732
H 1.4947 2.9671 0.5396 0.701 0.315 -0.990 0.1636
H 2.0397 0.8885 0.4577 3.114 -1.189 -2.479 0.1834
H 1.3153 0.2819 1.9206 0.693 -0.185 1.142 0.1846
H -0.2290 -0.6664 -0.1393 0.876 2.172 1.953 0.4650
```
Positions in Å, forces in eV/Å.

=====

4.
DFT (ωB97M-V with the def2-TZVPD basis set) results for a molecular structure, C4H10N4.

**LUMO**: 0.83 eV
**Energy above the lowest of the compared OMol25 structures with the same formula, charge and spin**: 127.7 kcal/mol
**2S+1**: 1
**Frontier orbital gap**: 9.0 eV
**DFT total energy**: -10265.3114 eV
**Net charge**: 0
**Maximum force**: 2.95 eV Å⁻¹

Geometry as XYZ:
```
18
Properties=species:S:1:pos:R:3:forces:R:3:nbo_charge:R:1
N -3.3278 0.1471 1.1925 0.804 0.531 0.065 -0.2929
N -0.7431 1.7345 -1.2373 -0.186 -0.009 -0.557 -0.7251
N 1.0659 -0.0211 -0.0605 -0.656 -0.525 0.772 -0.3885
N -3.6132 -0.9129 0.6400 0.584 -0.256 -0.171 -0.3279
C 1.6289 -1.0336 -0.9184 0.042 -0.119 0.013 -0.4052
C -0.5372 0.6764 -0.6511 -1.125 0.841 0.957 0.4618
C -0.4005 -0.1447 0.3798 2.485 -0.287 -1.560 -0.3455
C 1.9917 0.7140 0.7610 0.067 -0.029 0.289 -0.4044
H 2.7431 1.2023 0.1337 -0.021 -0.027 0.023 0.1940
H -0.8112 -1.0716 0.7348 -0.259 0.040 0.069 0.2383
H 2.0811 -1.8561 -0.3485 0.004 -0.007 -0.018 0.1815
H 0.8501 -1.4490 -1.5564 0.000 0.010 0.019 0.2116
H 2.4010 -0.5941 -1.5571 0.026 -0.025 0.032 0.1941
H 1.4501 1.4787 1.3145 0.021 0.006 -0.034 0.2204
H -4.4673 -1.3087 1.0720 0.002 0.459 -0.059 0.3033
H 2.5124 0.0644 1.4789 -0.014 0.035 -0.007 0.1811
H -2.3875 0.5175 0.8121 -1.679 -0.615 0.320 0.3204
H -0.4363 1.8570 -2.1898 -0.096 -0.024 -0.152 0.3829
```
Positions in Å, forces in eV/Å.

=====

5.
DFT (ωB97M-V with the def2-TZVPD basis set) results for a molecular structure, C29H60AsCdN2O5S5Si.

**LUMO**: -1.84 eV
**Energy above the lowest of the compared OMol25 structures with the same formula, charge and spin**: 10.4 kcal/mol
**2S+1**: 1
**Frontier orbital gap**: 8.8 eV
**DFT total energy**: -171725.2381 eV
**Net charge**: +1
**Maximum force**: 0.24 eV Å⁻¹

Geometry as XYZ:
```
104
Properties=species:S:1:pos:R:3:forces:R:3:lowdin_charge:R:1
Cd -1.1560 -1.3458 0.3756 -0.133 0.054 -0.090 1.1703
As -3.7352 -3.3300 -2.3290 0.005 0.063 -0.095 0.6812
S -1.8717 -0.4587 2.9265 -0.029 -0.093 -0.031 0.8053
S -2.9752 -3.4726 -0.3791 0.089 0.043 0.216 0.0967
S 1.1688 -1.9226 2.1089 0.059 0.028 0.039 0.8172
S -0.6647 1.2257 0.2587 0.022 -0.006 0.004 0.4056
S -1.5700 -3.9182 2.4460 -0.001 -0.016 0.012 0.7594
Si 1.2910 1.9774 0.1463 0.036 -0.005 0.065 -0.1145
O 2.2401 1.0323 1.0969 -0.056 0.005 0.006 -0.1780
O 1.3501 3.5485 0.5804 -0.024 -0.025 -0.115 -0.1559
O -0.5827 -0.2773 -2.4051 -0.047 0.017 0.004 -0.1861
O -3.3500 -0.2389 -0.0023 0.024 0.012 -0.193 -0.1828
O 1.9105 1.9187 -1.3773 -0.132 0.072 -0.021 -0.1705
N -3.3401 0.9757 -1.9121 -0.010 0.003 -0.010 0.1839
N 0.2105 -2.6626 -1.0840 -0.014 -0.008 -0.057 0.0178
C -2.4088 -2.8565 -3.6383 -0.017 -0.013 0.001 -0.2328
C 0.7026 -0.8234 -2.6269 0.020 -0.064 -0.005 -0.2016
C 0.7829 4.3781 1.6015 -0.005 0.005 0.054 -0.6374
C -4.6758 1.7394 -0.0357 0.023 0.011 0.013 0.0148
C 2.1516 2.1122 -3.7276 -0.011 0.020 -0.034 -0.0232
C 0.3040 -3.9503 -0.7326 0.012 -0.019 0.020 -0.2072
C 1.7906 5.4948 1.8354 0.008 -0.008 0.008 -0.0196
C 0.3701 3.4093 -2.5717 0.021 -0.011 0.016 -0.0250
C -4.4311 -5.0321 -2.8870 0.004 -0.016 0.023 -0.2539
C 4.2891 2.3620 0.9368 0.018 0.017 0.002 -0.0162
C 1.0027 -4.8901 -1.4631 0.002 0.002 -0.004 -0.0412
C -0.5351 4.9427 1.0873 0.001 -0.002 0.006 -0.0291
C -2.7589 -3.0621 3.5074 0.024 -0.001 -0.020 -0.5187
C -0.1022 -4.0683 3.4926 -0.031 -0.005 0.002 -0.5020
C 0.7946 -2.2707 -2.2195 0.013 0.008 0.016 -0.2569
C 1.1693 -3.6023 2.7896 -0.008 0.008 -0.015 -0.5190
C 1.5012 -3.1609 -3.0204 0.030 -0.010 0.012 -0.0099
C 4.1419 0.0206 0.0358 0.016 -0.017 -0.025 -0.0196
C 4.0645 0.4406 2.5024 0.006 0.014 -0.030 -0.0340
C -3.7292 0.7424 -0.6408 -0.061 -0.025 0.098 -0.6428
C 1.6200 -4.4832 -2.6356 0.005 0.005 -0.010 -0.0396
C 2.7918 4.0001 -2.2268 -0.009 0.015 -0.013 -0.0218
C -2.3119 -1.7447 4.1304 -0.019 -0.005 0.011 -0.4978
C 1.7928 2.8743 -2.4592 0.076 -0.053 -0.001 -0.6159
C 0.8597 -0.9668 3.6216 0.031 -0.021 -0.010 -0.4754
C -5.1888 -2.0897 -2.5300 -0.008 -0.013 0.006 -0.2349
C -0.2402 0.0747 3.4996 0.004 0.022 -0.038 -0.5438
C 0.5585 3.5818 2.8817 -0.020 0.001 -0.014 -0.0302
C 3.6844 0.9775 1.1296 0.018 0.000 -0.013 -0.6241
H -5.9500 -2.3406 -1.7939 0.000 0.013 -0.002 0.0470
H 2.7324 4.7285 -3.0371 0.003 -0.003 -0.006 0.0935
H 2.1705 -5.1871 -3.2460 0.000 0.002 0.001 0.1171
H 0.6614 -1.6717 4.4270 -0.006 -0.005 0.010 0.0661
H -1.9764 -1.8946 -3.3717 0.010 0.037 0.014 0.0106
H 1.4679 3.0452 3.1619 0.002 0.008 -0.001 0.0889
H -1.6302 -3.6181 -3.6202 0.004 -0.005 -0.008 0.0369
H -0.5017 0.3993 -1.6917 -0.028 -0.032 0.012 -0.0841
H 2.2208 2.8001 -4.5714 0.007 -0.003 -0.001 0.0945
H -2.5493 0.4650 -2.2801 0.034 -0.037 0.003 0.0703
H 1.3869 1.3692 -3.9594 0.043 0.050 0.000 0.0651
H 1.0441 -5.9157 -1.1248 0.001 0.001 0.002 0.1142
H -0.3307 2.5861 -2.7212 -0.023 0.001 0.000 0.0704
H -3.0817 -3.7415 4.2969 -0.010 0.015 0.015 0.0853
H 1.7806 -0.4410 3.8751 -0.010 -0.004 -0.008 0.0680
H -4.8193 -1.0848 -2.3488 0.001 0.039 0.007 0.0053
H 1.9496 -2.8059 -3.9388 -0.004 0.003 0.000 0.1216
H -5.2884 2.2436 -0.7816 0.005 0.003 0.003 0.0844
H -3.6131 -2.9012 2.8460 -0.005 0.000 0.008 0.0684
H -5.2298 -5.3213 -2.2073 -0.001 -0.002 -0.001 0.0418
H -0.2659 -3.5135 4.4141 0.005 -0.004 0.009 0.0601
H -0.2278 -4.2394 0.1635 -0.004 0.017 0.004 0.0239
H -3.1353 -1.3618 4.7342 0.001 0.010 -0.001 0.0825
H 2.5865 4.5054 -1.2840 0.008 -0.006 -0.011 0.0755
H 2.0125 -3.6910 3.4769 0.009 0.006 -0.009 0.0888
H -0.3599 0.5863 4.4558 -0.005 -0.009 0.006 0.0948
H 3.6562 -0.9485 0.1694 0.000 -0.002 0.005 0.0753
H 5.3772 2.2941 0.9741 0.008 0.003 0.005 0.0983
H -3.5438 1.8668 -2.3315 -0.004 -0.005 -0.002 0.1167
H 1.3937 -4.2441 1.9361 -0.003 0.001 0.002 0.0610
H -2.8633 -2.8091 -4.6273 -0.005 -0.010 0.003 0.0478
H 1.4191 6.1980 2.5819 0.000 0.000 -0.001 0.0918
H 2.7382 5.0825 2.1850 -0.007 0.015 0.008 0.0807
H 3.8811 0.4160 -0.9471 0.007 -0.004 0.033 0.0757
H 5.1499 0.3986 2.6032 -0.006 -0.001 0.004 0.0943
H 1.9724 6.0379 0.9072 0.004 -0.007 -0.002 0.0884
H 3.9580 3.0379 1.7269 0.006 -0.007 -0.015 0.0829
H -4.0738 2.4856 0.4878 -0.002 0.001 0.007 0.0924
H -0.2530 2.8651 2.7431 0.025 0.039 0.002 0.0540
H -4.8114 -4.9645 -3.9053 -0.001 0.005 0.000 0.0435
H 0.0194 -5.1145 3.7747 0.010 0.002 0.006 0.0826
H 0.9484 -0.7517 -3.6880 -0.010 -0.014 -0.002 0.1185
H 3.6675 -0.5652 2.6393 -0.005 -0.023 -0.002 0.0520
H 1.4530 -0.2446 -2.0804 0.015 -0.018 0.006 0.1156
H 0.0797 3.9591 -1.6779 -0.001 0.017 0.040 0.0681
H -5.6001 -2.1613 -3.5361 0.005 -0.013 -0.005 0.0454
H -0.9915 5.5859 1.8416 -0.009 -0.003 -0.001 0.0927
H 5.2228 -0.1225 0.0815 0.006 -0.002 -0.006 0.0929
H -5.3069 1.2392 0.6938 0.001 0.000 -0.007 0.0910
H 3.8068 3.5988 -2.2028 -0.006 0.019 0.002 0.0897
H 4.0063 2.7906 -0.0245 0.014 -0.021 0.029 0.0650
H -0.3674 5.5370 0.1878 0.005 -0.005 -0.007 0.0869
H 3.1138 1.6117 -3.6088 -0.002 -0.004 0.000 0.0943
H 3.6737 1.0953 3.2842 -0.004 -0.002 -0.001 0.0877
H -1.2255 4.1308 0.8519 0.003 0.002 0.001 0.0586
H -3.6306 -5.7667 -2.8322 -0.001 -0.004 -0.003 0.0395
H 0.0469 0.8167 2.7551 -0.017 -0.045 0.061 -0.0211
H 0.2855 4.2524 3.6977 -0.004 0.000 0.001 0.0962
H 0.3006 4.0816 -3.4287 -0.001 -0.002 0.006 0.0970
H -1.4723 -1.8895 4.8081 0.009 0.000 -0.003 0.0627
```
Positions in Å, forces in eV/Å.

=====

> Among the records above, which one has the highest DFT total energy?

C4H10N4

=====

> What is the maximum force in the third record?

4.63 eV Å⁻¹

=====

> What is the net charge in the second record?

-1